Entry 1:
18
Properties=species:S:1:pos:R:3:forces:R:3 method="wB97M-V/def2-TZVPD" s2=0.75 total_charge=-2 e_lumo_ev="6.7 / 6.5" homo_ev="4.1 / -1.4" largest_force_ha_per_bohr=0.043 multiplicity=2 de_lowest_kj_mol=62.62
O -1.5109 -0.7315 -1.3697 -0.3 0.1 0.0
O -1.7066 1.1741 -0.1487 -0.4 -0.2 -0.1
C 0.3146 -0.6441 2.5608 2.2 -0.2 -0.5
C 0.8415 0.6167 -2.5121 -0.5 -0.1 0.1
C -1.0925 0.3176 -0.8285 0.6 0.0 0.0
C 0.4268 0.6255 -1.0188 -0.4 0.2 -0.7
C 1.8225 -1.0731 2.6152 -0.1 0.5 0.1
H 1.9698 -2.1155 2.8941 0.0 -0.2 0.2
H -0.2589 -1.5501 2.5998 -0.7 -0.2 0.3
H 0.1459 -0.1562 1.6113 -0.4 0.2 0.0
H 0.1691 0.0530 3.3784 -0.6 -0.1 0.1
H 2.3834 -0.4656 3.3332 0.1 -0.1 0.2
H 0.5189 1.6453 -0.6506 0.4 -0.1 0.3
H 1.6232 -0.0845 -2.8133 0.2 0.1 0.3
H 1.1074 1.6353 -2.7920 0.3 0.0 -0.3
H 1.0219 -0.0656 -0.4278 0.0 0.0 0.2
H 2.3966 -0.9377 1.6934 -0.2 0.0 -0.2
H -0.0200 0.3347 -3.1164 -0.2 0.0 0.0

Entry 2:
18
Properties=species:S:1:pos:R:3:forces:R:3 method="wB97M-V/def2-TZVPD" s2=0.75 e_lumo_ev="0.7 / -0.8" homo_ev="-8.8 / -9.5" largest_force_ha_per_bohr=0.059 multiplicity=2 de_lowest_kj_mol=21.31
O -1.8352 -0.0251 1.4426 0.9 0.1 -1.4
O 2.1401 0.7682 -0.0273 0.6 1.2 -1.0
C -1.3110 0.7598 -1.2838 -0.1 0.6 -0.4
C -0.6735 -0.0250 1.0451 -0.4 0.2 0.7
C 0.4118 -0.1173 2.0865 0.4 0.2 -0.2
C -0.2905 0.0467 -0.4596 -2.7 -0.7 1.3
C 0.0677 -1.2860 -1.0132 0.7 -0.3 -0.3
H 2.6620 1.5167 -0.3791 -0.3 -0.5 0.2
H 0.1792 0.5872 2.8972 -0.1 -0.2 -0.2
H 1.3786 0.1402 1.6466 -0.2 -0.4 0.5
H 0.8809 -1.7639 -0.4522 -0.2 0.0 -0.2
H 0.3720 -1.1846 -2.0666 0.0 -0.1 0.3
H -0.9990 0.8203 -2.3376 -0.1 0.0 0.3
H 0.4034 -1.1231 2.5096 0.1 0.0 0.0
H -1.5518 1.7711 -0.9203 0.1 -0.4 -0.1
H 1.2359 0.8824 -0.4378 0.9 -0.1 0.4
H -0.8323 -1.9308 -0.9892 0.3 0.1 0.0
H -2.2382 0.1632 -1.2607 0.1 0.2 0.0

Entry 3:
18
Properties=species:S:1:pos:R:3:forces:R:3 method="wB97M-V/def2-TZVPD" s2=0.76 e_lumo_ev="0.8 / -3.6" homo_ev="-11.1 / -10.5" largest_force_ha_per_bohr=0.111 multiplicity=2 de_lowest_kj_mol=151.36
O -2.0117 0.8700 0.3156 -1.7 -1.0 0.7
O -1.6608 -0.1549 -1.5635 -1.1 -0.8 0.6
C -1.3040 0.6135 -0.6554 3.6 3.0 -1.4
C 1.6740 0.1394 1.5991 -1.4 -3.1 0.8
C 0.8415 -1.0912 0.9711 0.0 0.2 3.1
C -0.0453 1.4977 -0.8879 -4.1 3.6 1.7
C 1.7178 -1.7987 0.0202 -2.4 -1.0 -3.1
H 1.9404 -0.1041 2.6766 0.2 0.4 -1.6
H 1.1200 -2.5779 -0.5919 0.9 1.1 0.8
H 0.1563 2.2283 0.0182 0.4 -2.3 -1.5
H 2.1519 -1.1052 -0.6873 0.1 0.2 -0.4
H 2.4441 0.2886 0.8916 1.4 0.4 -0.1
H 1.0532 0.9661 1.5833 -1.1 1.9 0.3
H 2.4964 -2.3083 0.4547 1.9 -1.1 1.3
H -0.4810 2.3129 -1.5613 0.4 -1.1 0.3
H -0.1364 -0.8063 0.4985 1.1 -0.4 0.9
H 0.6918 -1.7879 1.8914 -0.5 1.0 -1.7
H 0.6384 1.0079 -1.4723 2.4 -1.1 -0.7

Entry 4:
19
Properties=species:S:1:pos:R:3:forces:R:3 method="wB97M-V/def2-TZVPD" total_charge=-1 e_lumo_ev=4.0 homo_ev=-4.4 largest_force_ha_per_bohr=0.057 de_lowest_kj_mol=80.28
O -1.7861 2.0230 1.0012 -0.4 0.3 -0.4
O 0.3565 -1.1584 -1.1109 -0.2 -0.6 0.8
O -1.0705 1.1556 -0.9412 -0.6 0.0 0.0
C -3.0110 0.2089 0.0965 -0.8 2.0 -0.5
C -1.9095 1.2794 0.0055 1.6 -0.6 1.0
C 1.1333 -0.5533 1.1820 -1.2 -2.7 0.4
C 1.4729 -0.9508 -0.2820 0.8 1.7 0.0
C 2.2631 0.2436 -0.8110 1.8 -0.5 -0.7
H -0.2778 -0.4378 -0.8884 -0.1 0.3 -0.7
H 1.7280 1.1898 -0.7307 0.0 -0.1 0.4
H 3.2736 0.2272 -0.3280 -0.8 0.5 0.2
H -3.5967 0.2757 -0.8248 0.3 -0.7 -0.2
H -3.7088 0.6049 0.8493 0.4 -0.9 0.3
H 2.1032 -1.8538 -0.3142 -0.3 0.2 0.0
H 1.1606 -1.4941 1.7811 0.0 0.4 -0.1
H 1.7711 0.1370 1.7308 -0.1 0.3 -0.6
H -2.5194 -0.7428 0.2617 -0.4 -0.3 0.1
H 0.0650 -0.2990 1.1855 0.4 0.7 0.3
H 2.5526 0.1451 -1.8622 -0.4 -0.2 -0.2

Entry 5:
21
Properties=species:S:1:pos:R:3:forces:R:3 method="wB97M-V/def2-TZVPD" s2=12.01 total_charge=+1 e_lumo_ev="-3.7 / -6.9" homo_ev="-11.4 / -15.3" largest_force_ha_per_bohr=0.112 multiplicity=7 de_lowest_kj_mol=12.11
Ru 1.2349 2.3918 0.1188 0.5 2.5 0.4
O 0.9770 -1.4675 -0.8774 -0.5 1.0 1.6
O -0.8975 -0.4861 -0.6200 1.4 0.3 1.4
O 0.6851 1.3182 1.5458 0.1 0.6 0.6
O 0.9499 0.7720 -0.9858 0.3 -0.8 -0.1
C -1.7576 0.6657 -0.6720 -0.2 1.0 -0.1
C -3.1860 0.1851 -0.6552 -0.2 -0.1 0.1
C 0.4107 -0.2952 -0.6275 -1.9 -2.9 -4.6
C 2.3957 -1.5216 -1.0035 0.9 0.1 0.0
C 1.0976 0.3007 2.3862 -0.3 -1.6 0.9
H 2.7270 -1.0749 -1.9487 -0.2 -0.1 0.2
H -3.3600 -0.5625 -1.4403 0.1 0.2 0.2
H 2.0602 -0.1476 2.0747 -0.3 0.3 0.1
H 2.6576 -2.5822 -0.9635 -0.1 0.3 0.0
H 2.8585 -0.9798 -0.1691 0.0 -0.3 -0.2
H -1.5246 1.2448 -1.5767 0.0 -0.4 0.0
H -3.4405 -0.2550 0.3179 0.1 0.1 -0.3
H -3.8526 1.0389 -0.8331 0.2 -0.2 0.0
H 1.1722 0.6152 3.4445 -0.1 0.1 -0.6
H 0.3222 -0.4857 2.3071 0.4 0.1 0.3
H -1.5298 1.3255 0.1780 -0.2 -0.3 0.0

Entry 6:
21
Properties=species:S:1:pos:R:3:forces:R:3 method="wB97M-V/def2-TZVPD" e_lumo_ev=0.5 homo_ev=-7.8 largest_force_ha_per_bohr=0.039 de_lowest_kj_mol=38.01
Tl 0.3871 -1.3597 -1.7833 -0.1 -1.6 -1.1
O -0.9242 1.2927 0.7888 -0.4 0.3 0.3
O 0.6061 0.7822 -0.7866 0.1 1.1 1.3
O 0.9174 2.3804 0.7557 0.2 0.1 0.8
O 0.4792 -3.2340 -0.6381 0.0 0.3 -0.4
C -3.2744 0.9048 0.8818 -0.2 -0.1 0.2
C 2.3047 2.1629 1.0191 0.5 -0.1 -0.1
C 0.3067 -3.8984 0.5477 -0.1 -0.3 1.0
C -2.0516 0.8737 0.0003 -0.1 -0.4 -0.5
C 0.2388 1.4071 0.1975 -0.1 0.1 -1.0
H 0.6900 -3.3249 1.4232 -0.1 -0.2 -0.2
H -0.7582 -4.1278 0.7891 0.3 0.1 -0.2
H 0.8324 -4.8794 0.5765 -0.1 0.3 -0.1
H 2.5852 1.1361 0.7587 0.0 0.3 0.0
H -3.3337 1.8457 1.4443 0.0 -0.2 -0.2
H -4.1697 0.8156 0.2521 0.2 0.0 0.2
H -3.2631 0.0669 1.5914 0.0 0.3 -0.1
H 2.9143 2.8728 0.4480 -0.2 -0.2 0.1
H -2.1499 1.5569 -0.8553 0.1 -0.1 0.2
H -1.8599 -0.1381 -0.3849 -0.1 0.3 0.1
H 2.4271 2.3296 2.0914 0.1 0.0 -0.2